{"formula": "C22H25MnN5O5Se2", "method": "the ωB97M-V functional and the def2-TZVPD basis", "symbols": ["Mn", "O", "C", "C", "N", "C", "C", "O", "O", "C", "C", "O", "O", "H", "H", "H", "H", "H", "H", "H", "H", "H", "C", "N", "C", "Se", "N", "C", "C", "C", "C", "C", "C", "H", "H", "H", "H", "H", "H", "H", "H", "C", "N", "C", "Se", "N", "C", "C", "C", "C", "C", "C", "H", "H", "H", "H", "H", "H", "H", "H"], "positions_angstrom": [[-0.8459, 0.1883, 1.7526], [-2.2951, -1.6902, 2.5285], [-2.5053, -1.3267, 3.8986], [-1.1840, -1.3187, 4.6505], [-0.1497, -0.5437, 3.9516], [1.0992, -1.2800, 3.7096], [1.3304, -1.6614, 2.2454], [2.4134, -2.1810, 1.9501], [0.4225, -1.3865, 1.3992], [0.1027, 0.7816, 4.5356], [1.0739, 1.5377, 3.6227], [2.0225, 2.1482, 4.0891], [0.8183, 1.4057, 2.3642], [-1.7447, -2.4827, 2.4920], [-2.9480, -0.3326, 3.8550], [-3.2058, -2.0168, 4.3769], [-1.3382, -0.9477, 5.6697], [-0.8357, -2.3516, 4.7437], [1.9645, -0.6891, 4.0176], [1.1471, -2.2026, 4.2936], [-0.8402, 1.3343, 4.5618], [0.5329, 0.7232, 5.5404], [2.4576, 2.7255, -1.5313], [2.4397, 1.3025, -1.2516], [2.7673, 0.7161, -0.0763], [3.2295, 1.5845, 1.5157], [2.6338, -0.6045, -0.2144], [2.1834, -0.8968, -1.4817], [1.8395, -2.1018, -2.0854], [1.4123, -2.0361, -3.3955], [1.3305, -0.8144, -4.0852], [1.6617, 0.3825, -3.4832], [2.0794, 0.3177, -2.1573], [2.3641, 3.2664, -0.5933], [1.6175, 2.9645, -2.1809], [3.3881, 3.0097, -2.0216], [2.7503, -1.2880, 0.5597], [1.9046, -3.0344, -1.5426], [1.1332, -2.9465, -3.9085], [0.9915, -0.8123, -5.1121], [1.5904, 1.3200, -4.0166], [-2.4088, -1.6244, -0.9371], [-1.8350, -0.3186, -1.1941], [-1.3022, 0.4766, -0.2531], [-2.5534, 1.7203, 1.9796], [-0.9127, 1.6045, -0.8946], [-1.2449, 1.5612, -2.2377], [-1.1128, 2.4712, -3.2745], [-1.5583, 2.0699, -4.5243], [-2.1205, 0.8061, -4.7273], [-2.2684, -0.0952, -3.6843], [-1.8261, 0.3106, -2.4356], [-2.5743, -1.7190, 0.1334], [-1.7421, -2.4133, -1.2869], [-3.3676, -1.7023, -1.4487], [-0.6467, 2.4225, -0.3676], [-0.6911, 3.4550, -3.1149], [-1.4779, 2.7521, -5.3598], [-2.4559, 0.5302, -5.7178], [-2.7107, -1.0696, -3.8410]], "total_charge": 0, "lumo_ha": [-0.0008, -0.0701], "spin_multiplicity": 6, "energy_ev": -202922.7254, "relative_energy_ev": 0.0000}

{"formula": "C22H25N3O2", "method": "the ωB97M-V functional and the def2-TZVPD basis", "symbols": ["O", "C", "C", "C", "N", "C", "C", "N", "C", "C", "C", "C", "C", "C", "C", "C", "C", "O", "N", "C", "C", "C", "C", "C", "C", "C", "C", "H", "H", "H", "H", "H", "H", "H", "H", "H", "H", "H", "H", "H", "H", "H", "H", "H", "H", "H", "H", "H", "H", "H", "H", "H"], "positions_angstrom": [[-2.8799, -0.1364, -2.1626], [-2.1852, -0.4473, -1.2336], [-1.8157, -1.8340, -0.7627], [-0.6747, -1.6251, 0.2408], [0.5869, -2.0540, -0.3312], [1.1126, -1.2836, -1.4409], [1.9835, -0.0842, -1.0303], [3.0356, -0.5469, -0.1539], [4.2170, 0.1787, -0.0442], [5.3310, -0.4078, 0.5667], [6.5356, 0.2598, 0.6400], [6.6734, 1.5279, 0.0991], [5.5831, 2.1165, -0.5148], [4.3696, 1.4576, -0.5849], [2.4881, -1.1954, 1.0244], [1.6534, -2.4021, 0.5863], [-0.7817, -0.1314, 0.5769], [-0.2627, 0.4592, 1.4910], [-1.5747, 0.4545, -0.3795], [-1.8883, 1.8678, -0.3954], [-2.8922, 2.2096, 0.7169], [-4.0903, 1.3090, 0.6096], [-5.1191, 1.5999, -0.2763], [-6.1812, 0.7282, -0.4306], [-6.2256, -0.4492, 0.2964], [-5.2063, -0.7468, 1.1839], [-4.1451, 0.1278, 1.3384], [-1.5260, -2.4762, -1.5926], [-2.6976, -2.2697, -0.2903], [-0.8215, -2.2040, 1.1572], [0.2936, -0.9403, -2.0752], [1.7367, -1.9678, -2.0262], [2.4268, 0.3345, -1.9353], [1.3638, 0.6906, -0.5508], [5.2567, -1.4063, 0.9709], [7.3795, -0.2187, 1.1160], [7.6178, 2.0476, 0.1552], [5.6707, 3.1073, -0.9375], [3.5341, 1.9575, -1.0501], [3.2939, -1.5242, 1.6781], [1.8535, -0.4943, 1.5867], [1.2307, -2.9045, 1.4578], [2.3039, -3.1073, 0.0576], [-0.9636, 2.4334, -0.2566], [-2.3166, 2.0807, -1.3775], [-3.1814, 3.2558, 0.6105], [-2.4035, 2.0760, 1.6833], [-5.0845, 2.5142, -0.8510], [-6.9742, 0.9647, -1.1242], [-7.0523, -1.1328, 0.1722], [-5.2369, -1.6625, 1.7573], [-3.3506, -0.1062, 2.0347]], "smiles": "O=C1C[C@@H](N2CCN(c3ccccc3)CC2)C(=O)N1CCc1ccccc1", "total_charge": 0, "lumo_ha": 0.0273, "energy_ev": -31786.1465, "relative_energy_ev": 1.0862}

{"formula": "C22H25N3O3", "method": "the ωB97M-V functional and the def2-TZVPD basis", "symbols": ["C", "C", "O", "C", "C", "C", "C", "C", "N", "C", "O", "C", "C", "C", "C", "O", "N", "N", "C", "C", "C", "C", "C", "C", "C", "C", "C", "C", "H", "H", "H", "H", "H", "H", "H", "H", "H", "H", "H", "H", "H", "H", "H", "H", "H", "H", "H", "H", "H", "H", "H", "H", "H"], "positions_angstrom": [[-8.1024, -1.5385, 0.8775], [-6.8856, -2.4084, 1.1807], [-5.9754, -2.4675, 0.1023], [-5.1611, -1.4062, -0.1587], [-5.0327, -0.2658, 0.6280], [-4.1533, 0.7350, 0.2550], [-3.3904, 0.6308, -0.8986], [-2.4180, 1.7239, -1.2560], [-1.2374, 1.6621, -0.4163], [-1.0210, 2.5276, 0.5920], [-1.7552, 3.4640, 0.8405], [0.2572, 2.2593, 1.3789], [1.4515, 2.9949, 0.7623], [1.7970, 2.5133, -0.6560], [2.0987, 1.0401, -0.6454], [1.2873, 0.1711, -0.8862], [3.3927, 0.7239, -0.2916], [4.3152, 1.6826, -0.0174], [5.4277, 1.0902, 0.2913], [5.2935, -0.3304, 0.2335], [6.1381, -1.4150, 0.4562], [5.6306, -2.6886, 0.2923], [6.4889, -3.8964, 0.5163], [4.2909, -2.8661, -0.0901], [3.4337, -1.8109, -0.3172], [3.9534, -0.5357, -0.1510], [-3.5124, -0.5151, -1.6747], [-4.3866, -1.5185, -1.3145], [-8.7934, -1.5689, 1.7156], [-7.8074, -0.5074, 0.6988], [-8.6071, -1.9093, -0.0112], [-6.3831, -2.0710, 2.0959], [-7.1994, -3.4462, 1.3259], [-5.6064, -0.1413, 1.5331], [-4.0577, 1.6169, 0.8714], [-2.8695, 2.7050, -1.0832], [-2.1150, 1.6389, -2.3039], [-0.6008, 0.8899, -0.5670], [0.1037, 2.6346, 2.3917], [0.4497, 1.1865, 1.4273], [2.3276, 2.8636, 1.4010], [1.2218, 4.0606, 0.7162], [0.9519, 2.6908, -1.3214], [2.6712, 3.0598, -1.0077], [6.2963, 1.6654, 0.5459], [7.1648, -1.2562, 0.7500], [7.4959, -3.6110, 0.8085], [6.0634, -4.5233, 1.2988], [6.5460, -4.4937, -0.3928], [3.9231, -3.8747, -0.2102], [2.4087, -1.9626, -0.6114], [-2.9212, -0.6208, -2.5730], [-4.4902, -2.4098, -1.9132]], "smiles": "CCOc1ccc(CNC(=O)CCCC(=O)n2ncc3cc(C)ccc32)cc1", "total_charge": 0, "lumo_ha": 0.0070, "energy_ev": -33833.5198, "relative_energy_ev": 2.0130}

{"formula": "C22H25N3O3", "method": "the ωB97M-V functional and the def2-TZVPD basis", "symbols": ["C", "C", "O", "C", "C", "C", "C", "N", "C", "C", "N", "C", "C", "C", "C", "O", "N", "C", "C", "C", "C", "C", "O", "C", "C", "C", "C", "C", "H", "H", "H", "H", "H", "H", "H", "H", "H", "H", "H", "H", "H", "H", "H", "H", "H", "H", "H", "H", "H", "H", "H", "H", "H"], "positions_angstrom": [[-8.2929, -1.2345, 0.0216], [-7.3308, -2.2593, -0.5722], [-6.1413, -2.3902, 0.1811], [-5.1713, -1.4443, 0.0943], [-5.1706, -0.3539, -0.7705], [-4.1039, 0.5277, -0.7782], [-3.0288, 0.3466, 0.0799], [-1.9456, 1.2422, 0.0793], [-1.9755, 2.6108, 0.2477], [-3.2367, 3.3688, 0.4336], [-0.7935, 3.1477, 0.2563], [0.0967, 2.1190, 0.0838], [1.4819, 2.1260, 0.0146], [2.1264, 0.9174, -0.1962], [3.6158, 0.9053, -0.2590], [4.3175, 1.5590, 0.4893], [4.1261, 0.1444, -1.2631], [5.5264, -0.1870, -1.3077], [5.7721, -1.6260, -0.7971], [7.2343, -1.8270, -0.3817], [7.2339, -1.3502, 1.0771], [5.7432, -1.3681, 1.4727], [5.0252, -1.8938, 0.3673], [1.4066, -0.2816, -0.3061], [0.0301, -0.3097, -0.2175], [-0.6159, 0.9005, -0.0231], [-3.0258, -0.7435, 0.9479], [-4.0813, -1.6264, 0.9508], [-9.2113, -1.2159, -0.5586], [-7.8540, -0.2397, 0.0205], [-8.5287, -1.5037, 1.0480], [-7.1031, -2.0234, -1.6190], [-7.7822, -3.2546, -0.5360], [-5.9863, -0.1799, -1.4539], [-4.1060, 1.3586, -1.4669], [-3.9671, 2.7729, 0.9775], [-3.6625, 3.6493, -0.5296], [-3.0165, 4.2796, 0.9829], [2.0447, 3.0396, 0.1128], [3.4966, -0.4477, -1.7817], [5.9076, -0.0890, -2.3285], [6.0292, 0.5335, -0.6591], [5.4352, -2.3440, -1.5530], [7.4902, -2.8849, -0.4406], [7.9185, -1.2632, -1.0116], [7.6365, -0.3424, 1.1624], [7.8234, -2.0084, 1.7121], [5.5351, -2.0191, 2.3243], [5.3852, -0.3579, 1.7032], [1.9443, -1.2121, -0.4206], [-0.5192, -1.2361, -0.2981], [-2.1958, -0.8846, 1.6234], [-4.0922, -2.4751, 1.6159]], "smiles": "CCOc1ccc(-n2c(C)nc3cc(C(=O)NC[C@H]4CCCO4)ccc32)cc1", "total_charge": 0, "lumo_ha": 0.0240, "energy_ev": -33833.5439, "relative_energy_ev": 1.9889}